Formula: C6H9O3P
Source: OMol25
Level of theory: ωB97M-V/def2-TZVPD

Computed properties:
multiplicity: 1
relative energy (zero: lowest compared OMol25 entry of this formula, charge and spin): 37.26 kcal/mol
orbital gap: 0.36449 Eh
SMILES: CC1=C=CO[P@](C)(=O)OC1
E_HOMO: -9.36 eV
largest force on an atom: 4.240 eV/A

Positions of all 19 atoms, in Å:
C 0.25 -1.62 -2.47
C 0.04 -1.17 -1.05
C -1.23 -1.01 -0.59
C -2.09 -0.34 0.16
O -1.99 1.05 0.32
P -0.47 1.51 0.69
C -0.74 2.13 2.41
O 0.04 2.44 -0.29
O 0.54 0.10 1.00
C 1.07 -0.54 -0.15
H 0.17 -2.67 -2.65
H 1.24 -1.34 -2.79
H -0.43 -1.16 -3.09
H -2.71 -0.75 0.91
H -1.07 3.15 2.28
H -1.57 1.52 2.78
H 0.21 2.03 2.92
H 1.80 -1.26 0.26
H 1.59 0.11 -0.70


Formula: C6H9O3S
Source: OMol25
Level of theory: ωB97M-V/def2-TZVPD

Computed properties:
multiplicity: 1
relative energy (zero: lowest compared OMol25 entry of this formula, charge and spin): 14.91 kcal/mol
orbital gap: 0.26245 Eh
E_HOMO: -3.52 eV
largest force on an atom: 3.465 eV/A
total charge: -1

Positions of all 19 atoms, in Å:
C -0.41 0.02 0.35
C 0.70 -0.74 0.19
C -0.49 1.41 0.73
C 0.64 -2.25 -0.19
C 2.04 -0.04 0.15
C -0.95 2.22 -0.50
O -2.14 -1.25 -1.25
O -0.30 1.94 1.82
O -3.02 -0.13 0.80
S -2.02 -1.06 0.21
H 1.07 -2.80 0.71
H -0.45 -2.56 -0.28
H 1.43 -2.27 -1.04
H 2.60 -0.50 -0.66
H 2.53 -0.26 1.04
H 1.97 1.07 0.21
H -1.50 1.59 -1.18
H -1.64 2.92 -0.20
H -0.08 2.69 -0.91


Formula: C6H9O4Pm
Source: OMol25
Level of theory: ωB97M-V/def2-TZVPD

Computed properties:
multiplicity: 5
⟨S²⟩: 6.210
orbital gap (alpha / beta): 0.23987 / 0.29514 Eh
E_HOMO (alpha / beta): -16.38 / -16.85 eV
largest force on an atom: 3.353 eV/A
total charge: +2

Positions of all 20 atoms, in Å:
O 2.24 -1.00 -1.35
C 1.07 -1.60 -0.86
C 0.80 -1.72 0.44
H 0.40 -1.92 -1.66
H -0.15 -2.16 0.73
H 1.49 -1.36 1.20
O 0.88 -5.96 -3.54
C 1.29 -5.40 -2.43
O 0.56 -5.61 -1.42
Pm 2.25 -4.43 -0.11
O 3.52 -2.77 -0.91
C 3.28 -1.77 -1.58
H 4.05 -1.25 -2.17
C 1.38 -5.45 -4.79
H 0.50 -5.34 -5.44
H 1.81 -4.46 -4.61
C 2.39 -6.40 -5.38
H 3.27 -6.49 -4.73
H 1.95 -7.40 -5.53
H 2.72 -6.02 -6.36


Formula: C6H9O4Rh
Source: OMol25
Level of theory: ωB97M-V/def2-TZVPD

Computed properties:
multiplicity: 6
⟨S²⟩: 8.759
relative energy (zero: lowest compared OMol25 entry of this formula, charge and spin): 0.00 kcal/mol
orbital gap (alpha / beta): 0.12385 / 0.14084 Eh
E_HOMO (alpha / beta): -8.82 / -13.18 eV
largest force on an atom: 6.314 eV/A
total charge: +1

Positions of all 20 atoms, in Å:
O -3.49 0.60 -1.23
C -2.25 0.84 -1.20
O -1.61 1.08 -2.26
O -1.68 0.83 -0.01
C -0.25 0.86 0.13
Rh -3.34 0.89 -3.21
H 0.16 1.22 -0.82
H -0.14 1.57 0.95
C 0.56 0.18 2.79
C 1.12 -0.40 1.72
H -0.21 0.95 2.82
H 0.96 -0.02 3.79
H 2.14 -0.80 1.79
C 0.44 -0.54 0.39
C 1.46 -0.99 -0.65
O 0.81 -1.34 -1.85
H -0.36 -1.29 0.45
H 2.02 -1.86 -0.25
H 2.19 -0.18 -0.83
H 1.47 -1.58 -2.51


Formula: C6H9O4Sm
Source: OMol25
Level of theory: ωB97M-V/def2-TZVPD

Computed properties:
multiplicity: 7
⟨S²⟩: 12.008
relative energy (zero: lowest compared OMol25 entry of this formula, charge and spin): 115.58 kcal/mol
orbital gap (alpha / beta): 0.15347 / 0.15847 Eh
E_HOMO (alpha / beta): -10.10 / -10.10 eV
largest force on an atom: 3.473 eV/A
total charge: +1

Positions of all 20 atoms, in Å:
O -3.59 -0.69 0.76
C -2.33 -0.76 0.86
O -1.76 -0.52 1.96
O -1.65 -1.18 -0.19
C -0.24 -0.98 -0.33
Sm -4.33 -0.20 3.26
H -0.02 -0.61 0.68
H -0.23 -1.44 -1.34
C 1.81 -1.67 -0.35
C 2.07 -0.30 -0.62
H 1.79 -2.33 -1.22
H 1.96 -2.00 0.68
H 2.77 0.16 0.09
C 0.94 0.49 -1.00
C 0.81 1.87 -0.41
O -0.53 2.32 -0.56
H 0.61 0.38 -2.04
H 1.51 2.55 -0.93
H 1.08 1.85 0.66
H -0.68 3.07 0.03


Formula: C6HF13NO2S
Source: OMol25
Level of theory: ωB97M-V/def2-TZVPD

Computed properties:
multiplicity: 1
relative energy (zero: lowest compared OMol25 entry of this formula, charge and spin): 0.00 kcal/mol
orbital gap: 0.22442 Eh
SMILES: N=[S@](=O)([O-])C(F)(F)C(F)(F)C(F)(F)C(F)(F)C(F)(F)C(F)(F)F
E_HOMO: -3.34 eV
largest force on an atom: 9.465 eV/A
total charge: -1

Positions of all 24 atoms, in Å:
N 3.14 -1.68 1.50
S 3.41 0.04 1.35
O 4.68 0.10 0.67
O 3.58 0.50 2.73
C 1.91 0.85 0.42
F 1.86 0.23 -0.79
F 2.25 2.24 0.24
C 0.57 0.61 1.26
F 0.56 -0.59 1.86
F 0.59 1.38 2.41
C -0.70 1.00 0.33
F -1.56 1.77 1.02
F -0.34 1.89 -0.62
C -1.31 -0.27 -0.34
F -0.38 -0.93 -1.06
F -1.94 -1.10 0.59
C -2.29 0.08 -1.44
F -3.28 0.94 -0.93
F -1.70 0.82 -2.43
C -3.06 -1.15 -2.02
F -3.75 -0.69 -3.11
F -3.92 -1.84 -1.26
F -2.20 -2.11 -2.40
H 3.87 -2.11 2.03


Formula: C70H131N12O14
Source: OMol25
Level of theory: ωB97M-V/def2-TZVPD

Computed properties:
multiplicity: 1
orbital gap: 0.02927 Eh
E_HOMO: -9.83 eV
largest force on an atom: 9.321 eV/A
total charge: +3

Positions of all 227 atoms, in Å:
C -5.61 -5.22 6.78
C -4.17 -5.61 7.36
C -3.29 -4.66 6.62
C -1.91 -4.52 7.19
C -1.98 -4.02 8.65
C -2.90 -4.85 9.61
N -4.13 -5.21 8.84
O -5.08 -6.04 9.48
C -3.42 -4.01 10.81
C -2.17 -6.19 10.04
C -3.77 -7.11 7.08
H -5.59 -5.38 5.70
H -5.87 -4.19 6.99
H -6.47 -5.70 7.25
H -3.62 -3.62 6.64
H -3.19 -4.87 5.55
H -1.31 -3.74 6.73
H -1.36 -5.46 7.20
H -2.42 -3.02 8.63
H -1.07 -3.78 9.19
H -3.91 -3.11 10.44
H -2.59 -3.84 11.49
H -4.01 -4.64 11.47
H -2.60 -7.18 9.86
H -2.03 -6.23 11.12
H -1.10 -6.22 9.83
H -2.78 -7.25 7.50
H -3.69 -7.42 6.04
H -4.47 -7.75 7.62
C 1.95 1.37 -9.46
C 0.64 1.31 -8.59
C -0.54 1.17 -9.59
C -0.89 -0.23 -9.99
C -0.82 -1.36 -8.86
C 0.52 -1.29 -8.05
N 0.61 0.16 -7.59
O 1.31 0.35 -6.35
C 1.62 -1.83 -9.01
C 0.37 -2.21 -6.76
C 0.30 2.60 -7.79
H 1.89 2.41 -9.76
H 2.19 0.74 -10.32
H 2.86 1.34 -8.86
H -0.62 1.88 -10.42
H -1.49 1.43 -9.10
H -0.21 -0.56 -10.78
H -1.84 -0.29 -10.53
H -0.98 -2.35 -9.27
H -1.69 -1.20 -8.21
H 1.68 -1.50 -10.05
H 1.63 -2.90 -9.20
H 2.58 -1.64 -8.53
H 0.01 -3.13 -7.22
H -0.41 -1.78 -6.13
H 1.33 -2.36 -6.28
H -0.19 3.48 -8.22
H 1.23 2.92 -7.33
H -0.42 2.42 -6.99
C 6.59 0.06 6.55
C 6.11 -1.41 6.30
C 4.59 -1.66 6.84
C 3.57 -0.83 6.00
C 3.70 -1.13 4.46
C 5.11 -1.02 3.86
N 6.09 -1.68 4.77
O 7.25 -1.89 4.20
C 5.49 0.46 3.68
C 5.12 -1.82 2.52
C 7.03 -2.47 7.01
H 6.57 0.22 7.63
H 6.05 0.93 6.17
H 7.57 0.27 6.12
H 4.64 -1.43 7.90
H 4.38 -2.72 6.73
H 3.62 0.25 6.16
H 2.62 -1.18 6.39
H 3.05 -0.52 3.83
H 3.34 -2.13 4.23
H 6.56 0.67 3.67
H 5.20 1.12 4.49
H 5.06 0.98 2.82
H 4.50 -1.25 1.84
H 4.78 -2.86 2.46
H 6.06 -1.70 1.98
H 6.94 -2.51 8.10
H 8.01 -2.35 6.56
H 6.70 -3.44 6.63
C -7.84 -4.61 -2.79
C -7.11 -5.56 -1.75
C -8.07 -6.03 -0.58
C -9.15 -7.05 -1.10
C -8.49 -8.31 -1.72
C -7.51 -8.02 -2.88
N -6.59 -6.86 -2.36
O -5.25 -6.79 -2.85
C -8.16 -7.63 -4.25
C -6.62 -9.30 -3.04
C -5.98 -4.75 -1.07
H -7.29 -4.65 -3.73
H -7.93 -3.61 -2.38
H -8.83 -4.96 -3.07
H -8.64 -5.21 -0.17
H -7.58 -6.47 0.29
H -9.66 -6.50 -1.89
H -9.90 -7.27 -0.33
H -9.18 -9.00 -2.20
H -8.03 -8.90 -0.92
H -9.03 -6.99 -4.12
H -8.46 -8.47 -4.88
H -7.48 -6.98 -4.79
H -5.79 -9.23 -3.74
H -7.30 -10.12 -3.27
H -6.23 -9.41 -2.03
H -5.32 -5.43 -0.53
H -6.48 -4.00 -0.45
H -5.35 -4.21 -1.77
C -1.48 -0.32 2.42
C -1.18 -0.13 0.87
N -0.03 0.64 0.52
C 0.45 1.78 1.17
C 1.60 2.24 0.59
N 1.92 1.27 -0.37
C 1.00 0.24 -0.29
C 3.09 1.28 -1.26
H -2.31 -0.98 2.68
H -1.75 0.60 2.93
H -0.52 -0.65 2.81
H -2.01 0.46 0.49
H -1.08 -1.08 0.33
H -0.14 2.26 1.94
H 2.32 2.99 0.86
H 0.94 -0.63 -0.93
H 4.06 1.23 -0.77
H 3.02 2.26 -1.73
H 3.13 0.44 -1.96
C -5.72 4.63 -1.02
C -6.32 5.87 -0.34
N -5.48 6.44 0.73
C -5.02 5.84 1.88
C -4.23 6.68 2.64
N -4.29 7.89 1.98
C -4.99 7.72 0.85
C -3.56 9.04 2.36
H -5.39 3.84 -0.35
H -4.80 4.94 -1.50
H -6.36 4.37 -1.86
H -7.24 5.65 0.19
H -6.59 6.58 -1.11
H -4.99 4.76 1.90
H -3.58 6.48 3.48
H -5.13 8.50 0.11
H -3.28 9.62 1.48
H -2.76 9.04 3.10
H -4.24 9.61 3.00
C 11.71 0.92 -9.64
C 11.42 -0.38 -8.75
N 10.38 -0.24 -7.71
C 9.47 -1.14 -7.41
C 8.65 -0.69 -6.42
N 9.10 0.57 -6.08
C 10.24 0.83 -6.83
C 8.55 1.46 -5.06
H 10.86 1.25 -10.24
H 12.55 0.62 -10.26
H 12.04 1.79 -9.07
H 12.34 -0.63 -8.23
H 11.17 -1.19 -9.43
H 9.52 -2.08 -7.93
H 7.83 -1.13 -5.88
H 10.99 1.61 -6.79
H 7.74 0.91 -4.58
H 7.97 2.23 -5.56
H 9.42 1.70 -4.44
C 1.55 11.63 1.11
C 1.72 10.08 0.96
N 0.96 9.54 -0.13
C 0.42 10.14 -1.23
C -0.35 9.17 -1.91
N -0.17 7.93 -1.25
C 0.73 8.19 -0.25
C -0.76 6.60 -1.58
H 1.81 11.93 2.13
H 0.54 12.02 0.99
H 2.26 12.22 0.52
H 1.41 9.57 1.87
H 2.79 9.94 0.81
H 0.57 11.19 -1.44
H -1.05 9.18 -2.73
H 1.07 7.44 0.45
H -1.33 6.60 -2.50
H -1.35 6.23 -0.74
H 0.04 5.95 -1.94
C 7.50 6.67 2.12
C 6.51 6.11 1.12
O 5.66 6.89 0.55
O 6.59 4.84 0.87
H 7.27 6.21 3.08
H 7.47 7.76 2.18
H 8.49 6.37 1.77
C 2.54 5.78 5.50
C 1.22 5.10 5.13
O 0.58 5.71 4.25
O 0.89 4.12 5.80
H 2.82 6.81 5.29
H 3.27 5.15 4.99
H 2.73 5.69 6.56
C 4.00 -5.81 -3.09
C 4.88 -4.86 -3.81
O 4.82 -3.65 -3.45
O 5.74 -5.33 -4.64
H 4.17 -6.84 -3.39
H 2.96 -5.56 -3.31
H 4.10 -5.61 -2.03
C -5.42 1.21 6.28
C -5.96 0.94 7.64
O -6.89 1.63 8.15
O -5.48 -0.02 8.24
H -5.54 0.38 5.59
H -4.35 1.37 6.32
H -5.79 2.19 5.99
C -4.52 0.28 -5.01
C -3.25 0.52 -4.15
O -2.81 -0.43 -3.48
O -2.82 1.73 -4.04
H -5.29 1.01 -4.77
H -4.94 -0.71 -4.84
H -4.23 0.27 -6.06


- Which formula does entry 4 have?
  C6H9O4Rh


What did the fifth record say?
Formula: C6H9O4Sm
Source: OMol25
Level of theory: ωB97M-V/def2-TZVPD

Computed properties:
multiplicity: 7
⟨S²⟩: 12.008
relative energy (zero: lowest compared OMol25 entry of this formula, charge and spin): 115.58 kcal/mol
orbital gap (alpha / beta): 0.15347 / 0.15847 Eh
E_HOMO (alpha / beta): -10.10 / -10.10 eV
largest force on an atom: 3.473 eV/A
total charge: +1

Positions of all 20 atoms, in Å:
O -3.59 -0.69 0.76
C -2.33 -0.76 0.86
O -1.76 -0.52 1.96
O -1.65 -1.18 -0.19
C -0.24 -0.98 -0.33
Sm -4.33 -0.20 3.26
H -0.02 -0.61 0.68
H -0.23 -1.44 -1.34
C 1.81 -1.67 -0.35
C 2.07 -0.30 -0.62
H 1.79 -2.33 -1.22
H 1.96 -2.00 0.68
H 2.77 0.16 0.09
C 0.94 0.49 -1.00
C 0.81 1.87 -0.41
O -0.53 2.32 -0.56
H 0.61 0.38 -2.04
H 1.51 2.55 -0.93
H 1.08 1.85 0.66
H -0.68 3.07 0.03


- Which formula does entry 3 have?
  C6H9O4Pm